1.
# C25H37Cl2FO3S

One molecule with the formula C25H37Cl2FO3S (ωB97M-V/def2-TZVPD, the OMol25 dataset).

XYZ file:
```
69
Properties=species:S:1:pos:R:3:forces:R:3
C -2.9771 -1.8120 -4.7605 0.3409 -0.1497 0.0056
C -3.9007 -1.9767 -3.3776 1.0561 0.8716 -0.9980
C -2.9694 -2.6460 -2.1625 -1.7551 -0.0970 -0.7564
C -3.3455 -1.9346 -0.7470 -0.8732 -0.2022 -0.0299
C -2.4138 -0.6673 -0.2945 -0.4152 -1.6847 2.7544
O -2.7020 0.4067 -1.2192 1.8188 0.7586 0.0084
S -1.6422 0.5661 -2.5292 -3.0392 2.0693 -4.1219
O -2.3798 1.6223 -3.4532 2.9994 -3.6775 4.0708
O -0.1733 1.2946 -2.1926 -0.8636 0.0048 1.5022
C 0.7302 0.6754 -1.2677 2.7623 0.3231 1.6911
C 1.6615 -0.4246 -2.0210 1.2078 -0.0464 -1.4932
F 0.9666 -1.2182 -3.1022 0.6118 1.5632 2.3530
C 2.8358 0.4242 -2.8587 0.2900 -0.6252 -1.1911
C 4.3644 0.0855 -2.3552 0.3374 1.4543 1.0622
C 0.1458 0.2778 0.2510 0.5977 0.8580 -1.4834
C -0.6254 1.6355 0.7462 -1.9375 0.6863 0.9736
C 0.1775 2.7807 1.5546 1.8430 3.7858 3.2518
C 1.6598 3.4160 1.2546 -1.3258 1.1610 2.5322
C 2.4012 4.6062 2.1497 -3.4995 -0.7543 1.4145
C 1.6449 5.2949 3.4322 -1.9948 -3.6720 -2.7722
C 0.1395 4.7018 3.7695 2.1514 -0.8246 -2.7972
C -0.5897 3.4971 2.8625 2.6909 1.5348 -0.2220
C -2.1061 3.1275 3.3794 0.4234 0.6760 0.3725
C 1.3719 0.0715 1.3241 -0.4954 -0.7131 5.0479
Cl 3.2174 0.1003 0.8865 -2.8172 -0.0495 0.1884
C 1.2307 -0.0625 2.8315 1.4279 0.4843 -3.6857
C 2.5318 -0.2166 3.8617 -0.7573 -0.5647 -0.4842
Cl -0.4176 -0.0453 3.6671 2.1483 -0.0840 -1.3028
C -0.8091 -1.0322 -0.0383 -0.7609 -1.8523 -1.2524
C -0.5781 -2.3572 0.9071 -0.2005 -1.8582 -0.1768
C 0.4365 -3.4767 0.1754 0.4683 -0.3699 0.8631
C 1.6537 -3.9448 1.2227 0.3764 0.3589 -1.7057
H -1.8407 -1.5863 -4.4935 -2.4558 -0.4254 -0.4338
H -3.3407 -0.9270 -5.4444 0.5638 -1.8267 1.4104
H -2.9678 -2.8017 -5.3877 -0.1044 1.8570 1.1731
H -4.8460 -2.6205 -3.6327 1.8200 1.2454 0.6752
H -4.2410 -0.8679 -3.1162 0.6364 -2.4842 -0.2691
H -3.3389 -3.7788 -2.0955 1.2699 2.3830 -0.1010
H -1.8616 -2.5610 -2.5149 -1.9391 -0.3134 0.9712
H -3.4853 -2.7681 0.0860 0.6635 1.9809 -1.5442
H -4.4430 -1.4827 -0.8914 2.4314 -0.8676 0.3921
H -2.8197 -0.3362 0.7787 0.6467 -0.4259 -2.4198
H 1.5144 1.5392 -0.9911 -1.7636 -1.8342 -0.8338
H 2.1284 -1.2608 -1.3212 -1.0743 2.0269 -1.3707
H 2.5979 1.5941 -2.8778 0.6172 -2.6438 0.3298
H 2.8044 0.1049 -4.0091 -0.3222 0.4663 2.6316
H 4.6052 0.8719 -1.4896 -0.3585 -1.8305 -1.7623
H 5.1940 0.3016 -3.1858 -2.0610 -0.7358 1.6972
H 4.4864 -0.9847 -1.8676 -0.3396 2.1540 -1.3195
H -1.2311 2.2180 -0.0950 1.5842 -1.5556 1.4003
H -1.5057 1.2558 1.4602 2.1414 0.9915 -1.3736
H 2.2935 3.0070 0.3657 -1.3291 0.7963 1.8281
H 3.5000 4.9973 1.8951 -2.7816 -1.1613 0.3693
H 2.1560 6.1708 4.0626 -1.3520 -2.2653 -1.5624
H -0.4324 5.2144 4.6835 1.1930 -1.4570 -2.3127
H -2.7902 2.6307 2.5672 1.5176 0.9194 1.5896
H -2.0218 2.4548 4.3397 -0.2035 1.1142 -2.0248
H -2.6451 4.1286 3.7428 1.2731 -2.1479 -0.9583
H 2.1559 -0.3970 4.9693 0.6535 0.6892 -2.4597
H 3.0782 -1.2087 3.5399 -0.9173 2.0954 0.5374
H 3.2697 0.7106 3.7718 -1.7891 -2.0377 0.1774
H -0.5672 -1.5646 -1.0877 0.0956 1.8193 2.0811
H -1.5732 -2.9949 1.0884 1.9624 1.8698 -0.4677
H -0.1241 -2.2115 1.9501 -0.8265 0.3902 -1.6950
H 0.9885 -3.0465 -0.7603 -1.3200 -0.7880 1.5885
H -0.1630 -4.4486 -0.1302 1.1162 2.1753 0.4814
H 2.5665 -3.2227 0.9524 -1.9058 -1.4826 1.1160
H 1.3421 -3.8735 2.3479 0.6848 -0.2592 -2.2096
H 2.0181 -5.0255 0.8940 -0.8440 2.2035 1.0494
```
Forces are in eV/Å.

Values from the calculation:
- Kohn-Sham gap: 8.429 eV
- Total energy: -2618.2293 a.u.

natural (NBO) atomic charge list, values in e, 8 entries: -0.645 -0.424 -0.446 -0.441 0.092 -0.703 1.675 -0.856



2.
# C25H37F17NO13S3

A 4-piece molecular cluster, C25H37F17NO13S3 overall (ωB97M-V/def2-TZVPD, the OMol25 dataset).

XYZ file:
```
96
Properties=species:S:1:pos:R:3:forces:R:3
N -4.0888 -1.1778 -2.1079 -0.1027 0.5529 -0.1968
C -4.0440 -0.6815 -3.5002 0.3441 -0.7200 0.9279
C -3.7354 0.8058 -3.3939 -0.9195 0.3917 -0.1170
C -4.9447 1.5561 -2.8304 0.2427 0.2635 0.0660
C -4.6304 3.0018 -2.3884 -0.8963 -0.2986 -0.1351
C -4.7591 3.9466 -3.5421 0.1327 -0.2294 0.6977
O -4.2635 3.8019 -4.6140 0.6359 -0.1220 -1.2419
O -5.5215 5.0239 -3.2793 -0.3931 0.4331 0.2829
C -3.0082 -1.4920 -4.3445 -0.2743 0.2654 -0.3128
C -1.8844 -0.7179 -5.0314 0.2341 -0.2751 -0.0787
C -0.6763 -0.3991 -4.1638 -0.4739 0.2489 0.0198
F -0.9118 -0.6425 -2.8396 0.0595 -0.0145 -0.1762
F -0.3378 0.9248 -4.2409 0.1437 -0.0509 -0.0141
C 0.5790 -1.2207 -4.5317 -0.1341 -0.4282 0.1887
F 0.8046 -1.2509 -5.8637 -0.0217 0.0098 0.2720
F 0.3112 -2.4968 -4.1359 0.2343 0.1681 -0.1853
C 1.8969 -0.8066 -3.8155 -0.0387 0.0232 0.1797
F 1.6425 -0.6327 -2.5011 0.1041 -0.0610 -0.2242
F 2.7651 -1.8418 -3.9217 -0.1410 0.0995 -0.0328
C 2.5866 0.5017 -4.3536 -0.0455 0.2724 0.1040
F 1.9755 0.9535 -5.4589 0.2021 -0.1056 0.0459
F 2.4981 1.4647 -3.4090 -0.0367 -0.0669 -0.1311
C 4.0961 0.3674 -4.7041 -0.0033 -0.1060 -0.2408
F 4.2634 -0.6482 -5.5686 -0.0230 0.2031 0.0595
F 4.4528 1.5010 -5.3467 -0.0318 -0.0849 0.0843
C 5.0491 0.1706 -3.4732 0.3640 -0.1116 -0.3344
F 4.3686 -0.2633 -2.4028 -0.1146 0.0148 0.0358
F 5.9442 -0.7811 -3.8107 -0.0539 0.0911 0.0637
C 5.9141 1.3949 -3.0358 0.0341 -0.0993 0.3046
F 6.7434 1.7529 -4.0287 -0.1306 -0.0262 0.0350
F 6.6627 0.9371 -2.0052 -0.0317 0.0084 -0.0903
C 5.1973 2.6632 -2.4946 0.3739 -0.0918 -0.0689
F 6.1319 3.4490 -1.9614 0.1509 0.1590 0.0981
F 4.3262 2.3473 -1.5512 -0.1998 -0.0861 0.2143
F 4.5931 3.3379 -3.4533 -0.2314 0.1543 -0.2553
C -5.4268 -0.9212 -4.2006 -0.2007 -0.2075 0.0165
O -5.4769 -0.4288 -5.3506 -0.0057 0.1606 -0.1582
O -6.2742 -1.6001 -3.5920 0.2265 0.1610 -0.1465
H -3.2995 -0.8293 -1.5810 0.2612 -0.2876 -0.0110
H -4.1203 -2.1840 -2.0706 -0.1658 -0.0940 0.0639
H -2.8936 0.9904 -2.7214 0.2686 -0.1090 -0.0761
H -3.5434 1.2478 -4.3668 0.2206 -0.0444 -0.0742
H -5.3624 1.0076 -1.9911 0.0728 -0.0778 0.1448
H -5.7223 1.5973 -3.5905 -0.0744 -0.1297 -0.1088
H -3.6351 3.0996 -1.9628 0.1225 0.0038 0.1259
H -5.3875 3.2954 -1.6654 0.2109 0.1445 0.3147
H -5.5429 5.5256 -4.1061 -0.0199 0.0617 -0.0398
H -2.5999 -2.3051 -3.7483 0.1499 0.0119 0.1773
H -3.5585 -1.9647 -5.1553 -0.0402 -0.0050 -0.0800
H -1.5542 -1.3094 -5.8833 0.2005 -0.0165 -0.0481
H -2.2331 0.2190 -5.4527 -0.1187 0.0987 0.0391
O -1.3655 -2.2619 0.3747 -0.1951 0.0326 0.1285
S -0.5436 -3.4330 0.3108 0.4449 0.1652 0.0273
O -1.1062 -4.7238 0.5562 -0.0999 0.0385 0.0153
O 0.7167 -3.2065 1.2587 0.0261 -0.2779 -0.0738
C 0.4987 -2.7592 2.6137 -0.0324 0.3713 0.3815
C -0.0889 -3.7937 3.5441 -0.1914 -0.1639 -0.2063
C 0.3448 -3.4440 -1.2027 -0.0555 -0.1682 -0.0550
H -0.1235 -1.8625 2.5891 -0.0129 -0.0398 -0.0624
H 1.4855 -2.4567 2.9579 0.0445 -0.0041 -0.1030
H -1.1050 -4.0598 3.2544 -0.0138 0.0085 -0.0302
H -0.1183 -3.3693 4.5465 0.0660 -0.0174 0.0591
H 0.5033 -4.7088 3.5541 0.0657 0.0456 0.0173
H 0.7847 -2.4660 -1.3522 -0.0056 0.0460 0.0042
H -0.3717 -3.6633 -1.9902 -0.0508 0.0259 0.0065
H 1.1048 -4.2196 -1.1568 -0.0130 -0.0112 0.0229
O 0.3242 -2.1091 6.6408 0.1706 -0.1855 0.0365
S 0.3303 -0.7717 7.1526 -0.4202 0.3309 -0.2468
O 1.5750 -0.1122 7.3977 0.1935 -0.0518 0.0474
O -0.5562 -0.7372 8.4748 0.0031 0.0989 0.0623
C -0.2386 -1.6808 9.5185 0.0804 -0.2757 0.2637
C 1.0194 -1.3195 10.2827 0.0886 0.0853 -0.1337
C -0.6834 0.2576 6.1527 -0.0144 -0.0301 0.0241
H -0.1751 -2.6822 9.0898 0.0280 0.0484 -0.0993
H -1.1023 -1.6598 10.1799 -0.0750 0.0872 -0.0847
H 1.9023 -1.3802 9.6491 -0.0081 -0.0172 -0.0140
H 1.1510 -2.0071 11.1188 -0.0677 -0.0082 0.0187
H 0.9553 -0.3017 10.6669 -0.0255 -0.0094 0.0390
H -1.6357 -0.2373 5.9847 -0.0145 -0.0213 0.0420
H -0.1507 0.3984 5.2123 0.0017 -0.0583 0.1110
H -0.8154 1.2114 6.6556 0.0028 0.0076 0.0282
O -0.4022 2.5557 3.1173 -0.0630 -0.0501 0.2482
S 0.6081 1.6558 2.6498 0.1911 0.2864 -0.6322
O 1.0654 0.6067 3.5135 0.0024 -0.1058 0.0988
O 1.8560 2.5102 2.1550 -0.0463 -0.2260 -0.0318
C 2.4203 3.4698 3.0722 0.1892 0.3295 0.3192
C 3.2302 2.8268 4.1805 -0.1135 -0.1661 -0.0113
C 0.1584 0.9720 1.0985 -0.0621 -0.0992 -0.0063
H 1.6219 4.0986 3.4698 -0.0736 -0.0875 -0.0278
H 3.0577 4.0982 2.4536 -0.0526 -0.0695 -0.1300
H 2.6032 2.2297 4.8402 -0.0014 0.0069 0.0243
H 3.7139 3.6004 4.7778 0.0087 0.0398 -0.0527
H 3.9943 2.1702 3.7648 0.0320 0.0332 -0.0051
H -0.1769 1.7623 0.4332 0.0098 0.0358 0.0335
H -0.6489 0.2667 1.2930 -0.0214 -0.0216 -0.0490
H 1.0168 0.4466 0.6878 0.0142 -0.0098 0.0117
```
Forces are in eV/Å.

Values from the calculation:
- Total charge: -1
- Kohn-Sham gap: 6.309 eV
- Total energy: -4900.0763 a.u.

Mulliken atomic charge list, values in e, 8 entries: -0.587 1.946 -1.429 -1.049 -0.661 0.589 -0.563 -0.480



3.
# C25H37F4InN4O4P2S

C25H37F4InN4O4P2S as an isolated structure (ωB97M-V/def2-TZVPD, the OMol25 dataset).

XYZ file:
```
78
Properties=species:S:1:pos:R:3:forces:R:3
In 0.7472 -0.0925 -0.4648 -0.5876 0.6353 0.5830
C 2.3987 -3.0438 1.7652 -0.0150 0.0547 0.0364
C 1.5186 -1.9309 2.3142 0.0965 -0.0716 -0.1473
N 1.7596 -0.5757 1.7658 -0.1505 -0.1692 -0.1798
C 3.1876 -0.1760 1.8098 0.0538 -0.0265 -0.0776
C 4.0491 -0.6339 0.6347 -0.0569 -0.0168 0.0973
C 0.9564 0.3662 2.5600 0.0111 0.0772 -0.0799
C 0.8795 1.7760 1.9479 0.1792 -0.0272 -0.0840
N 1.2244 1.7276 0.5356 -0.2589 -0.2178 -0.1133
C 1.4666 2.8997 -0.1336 0.1075 -0.0210 0.0523
C 2.3073 2.8795 -1.2638 -0.0246 -0.1463 0.1550
F 2.8661 1.7099 -1.6053 -0.0018 -0.0238 -0.0377
C 2.6030 4.0037 -1.9958 0.0154 0.0692 -0.0281
F 3.4093 3.8929 -3.0583 0.0050 -0.0135 -0.0052
C 2.1046 5.2439 -1.6421 0.0262 0.0622 -0.0533
C 1.3062 5.2981 -0.5228 -0.0177 0.0425 0.0340
F 0.7814 6.4723 -0.1385 0.0014 0.0153 0.0202
C 0.9893 4.1710 0.2138 -0.0854 -0.0325 -0.0074
F 0.1477 4.3245 1.2577 -0.0384 0.0009 -0.0080
H 2.0023 -3.9962 2.1218 0.0175 0.0010 0.0079
H 2.3886 -3.0533 0.6780 0.0131 -0.0135 0.0172
H 3.4254 -2.9624 2.1213 -0.0231 -0.0054 0.0086
H 0.4727 -2.1681 2.1089 -0.0367 0.0253 0.0372
H 1.6472 -1.8839 3.4058 -0.0409 0.0137 0.0475
H 3.2008 0.9102 1.8292 -0.0169 0.0433 0.0388
H 3.6111 -0.5258 2.7604 0.0046 0.0224 0.0441
H 3.5103 -0.6313 -0.3120 0.0017 0.0316 -0.0553
H 4.8920 0.0486 0.5248 0.0125 -0.0070 0.0127
H 4.4452 -1.6376 0.7632 -0.0239 -0.0046 -0.0334
H -0.0484 -0.0438 2.6089 0.0048 -0.0585 0.0477
H 1.3449 0.4287 3.5851 0.0096 -0.0058 0.0155
H -0.1279 2.1575 2.1380 0.0069 0.0235 0.0083
H 1.5691 2.4495 2.4657 0.0482 0.0141 -0.0052
H 2.3374 6.1306 -2.2132 -0.0082 -0.0228 0.0104
C -3.5417 -1.5359 -0.7889 0.1402 0.0183 0.1589
P -1.7447 -1.5757 -1.2106 -0.1055 0.0813 -0.2092
C -1.5245 -3.3882 -1.3113 0.1606 0.1392 -0.0305
C -1.8694 -1.0085 -2.9492 0.0011 0.0284 0.0104
C -2.1283 -1.8957 -3.9898 0.0055 -0.0297 0.0492
C -2.2299 -1.4500 -5.2964 -0.0114 0.0296 -0.0391
C -2.0719 -0.1013 -5.5785 0.0152 -0.0184 0.0169
C -1.8110 0.7936 -4.5530 -0.0078 -0.0274 0.0068
C -1.7071 0.3582 -3.2333 0.0063 -0.0789 0.0667
P -1.2670 1.5164 -1.8837 0.0030 0.0148 -0.3040
C -0.7471 3.0298 -2.7725 -0.0339 -0.0906 -0.0170
C -2.9134 2.0781 -1.2808 0.1445 0.0132 0.1423
H -4.0940 -2.0100 -1.6011 -0.0158 -0.0105 0.0145
H -3.9101 -0.5224 -0.6534 0.0029 0.0007 -0.0004
H -3.6989 -2.0911 0.1361 -0.0066 0.0251 -0.0198
H -2.4467 -3.8756 -1.6284 -0.0036 -0.0262 -0.0179
H -1.2454 -3.7477 -0.3201 -0.0252 -0.0007 -0.0047
H -0.7073 -3.6079 -1.9987 -0.0201 -0.0045 0.0392
H -2.2231 -2.9551 -3.7840 0.0140 0.0466 -0.0109
H -2.4176 -2.1552 -6.0968 0.0166 0.0126 0.0347
H -2.1307 0.2539 -6.5998 -0.0141 -0.0069 0.0188
H -1.6677 1.8375 -4.7973 -0.0040 -0.0249 -0.0035
H 0.1302 2.8214 -3.3850 -0.0192 -0.0060 0.0000
H -0.4807 3.7796 -2.0274 0.0053 0.0071 -0.0242
H -1.5517 3.4243 -3.3950 0.0218 0.0285 -0.0101
H -3.6251 2.0933 -2.1060 -0.0254 0.0422 0.0150
H -2.8052 3.0854 -0.8738 -0.0054 -0.0197 0.0039
H -3.2842 1.4353 -0.4859 -0.0044 -0.0107 0.0052
C -1.8773 -1.8020 5.1522 -0.0339 0.0430 -0.0695
N -2.8019 -1.7914 4.0226 0.0212 -0.0538 -0.1056
C -4.2327 -1.8323 4.3072 0.0678 0.0494 -0.0085
C -2.3806 -1.3217 2.8577 0.0005 0.0203 -0.0338
N -1.9824 -0.9420 1.8364 -0.1792 -0.0310 0.4243
H -2.0652 -2.6863 5.7592 -0.0098 -0.0221 0.0045
H -1.9983 -0.9111 5.7733 -0.0110 0.0212 0.0095
H -0.8548 -1.8405 4.7837 -0.0026 -0.0138 -0.0137
H -4.4708 -2.7561 4.8332 0.0152 -0.0141 0.0103
H -4.7893 -1.8063 3.3745 0.0073 -0.0135 -0.0165
H -4.5365 -0.9834 4.9246 0.0051 0.0196 0.0025
O 1.1712 -0.3286 -2.5112 0.1516 -0.1198 0.0010
S 1.6557 -1.7897 -2.3946 0.4907 -0.4019 -0.2422
O 3.0942 -1.8391 -2.4618 -0.1425 -0.0061 -0.0513
O 1.2101 -2.0959 -0.9295 0.1902 0.0517 -0.2561
O 0.9353 -2.6410 -3.3086 -0.0333 0.0900 0.0953
```
Forces are in eV/Å.

Values from the calculation:
- Kohn-Sham gap: 7.958 eV
- Energy relative to the best compared isomer or geometry (same formula, charge and spin): 6.23 kcal/mol
- Total energy: -3165.3003 a.u.

Mulliken atomic charge list, values in e, 8 entries: 0.577 -1.525 -0.158 0.628 -0.716 -1.092 0.237 -1.436